1.
Molecular formula: C27H46AlCl2F6N3O5Si
Method: DFT, ωB97M-V/def2-TZVPD

Values from the calculation:
Kohn-Sham gap: 8.384 eV
LUMO energy: 0.3 eV

```
91
C27H46AlCl2F6N3O5Si (ωB97M-V/def2-TZVPD)
C 3.209 -2.570 -6.064
C 2.685 -1.717 -7.162
H 2.599 -3.479 -5.933
H 3.209 -2.017 -5.119
H 4.233 -2.905 -6.290
C 2.853 -2.140 -8.431
C 3.354 -3.498 -8.795
H 2.686 -1.474 -9.275
H 2.808 -4.295 -8.265
H 4.426 -3.635 -8.575
H 3.222 -3.653 -9.871
Al 1.008 0.357 -2.784
Cl 2.182 1.626 -4.214
C -0.091 2.855 -2.580
O -0.402 1.632 -2.780
N -0.976 3.843 -2.576
C -2.406 3.580 -2.737
C -0.493 5.222 -2.699
H 0.951 3.146 -2.391
H -2.743 2.858 -1.982
H -2.641 3.206 -3.743
H -2.915 4.534 -2.592
H 0.306 5.398 -1.965
H -1.335 5.894 -2.522
H -0.090 5.416 -3.706
H -2.430 2.409 2.325
H -1.723 2.035 4.599
C -2.373 1.341 2.079
C -1.604 0.959 4.420
N -1.447 0.698 2.999
H -2.025 1.212 1.055
C -0.728 -0.388 2.611
O -0.588 -0.751 1.444
H -0.703 0.593 4.929
H -0.254 -0.908 3.472
H -3.385 0.915 2.176
H -2.478 0.432 4.838
H -0.276 -4.314 -0.101
H 0.531 -3.052 -3.586
C -1.043 -4.177 -0.876
C -0.348 -3.591 -3.203
N -0.643 -3.153 -1.836
H -1.972 -3.883 -0.375
C -0.505 -1.899 -1.408
O -0.298 -0.886 -2.139
H -1.199 -3.432 -3.875
H -0.617 -1.787 -0.313
H -1.197 -5.111 -1.417
H -0.135 -4.664 -3.154
O 0.871 -0.696 -5.924
C 1.993 -0.408 -6.782
C 0.890 -0.054 -9.034
C 1.615 0.479 -7.963
H 0.607 -1.112 -9.021
C 0.560 0.740 -10.136
H 2.689 0.120 -6.116
C 1.972 1.830 -7.976
H -0.006 0.295 -10.958
C 0.945 2.081 -10.165
C 1.629 2.629 -9.072
H 2.490 2.226 -7.102
H 0.708 2.691 -11.039
H 1.905 3.682 -9.067
Si -0.667 0.004 -5.924
Cl 2.160 -1.492 -3.298
C -1.651 -0.486 -7.459
C -0.687 1.872 -5.956
C -1.772 -0.682 -4.597
H -1.598 0.282 -8.241
H -2.707 -0.593 -7.171
H -1.315 -1.445 -7.870
H -2.661 -1.116 -5.073
H -2.109 0.091 -3.900
H -1.273 -1.460 -4.021
H -0.730 2.231 -6.995
H 0.193 2.315 -5.472
H -1.593 2.215 -5.433
C 2.799 0.104 0.690
C 2.518 1.276 -0.235
O 1.739 0.919 -1.287
C 1.753 2.440 0.532
F 2.218 2.661 1.791
F 1.776 3.634 -0.127
F 0.439 2.096 0.653
C 3.905 1.813 -0.802
F 4.760 2.155 0.211
F 4.493 0.812 -1.518
F 3.787 2.879 -1.625
H 1.845 -0.371 0.955
H 3.337 0.445 1.586
H 3.404 -0.614 0.131
```


2.
Molecular formula: C27H46AsO5PPdSi3
Method: DFT, ωB97M-V/def2-TZVPD

Values from the calculation:
Kohn-Sham gap: 5.847 eV
LUMO energy: 4.6 eV
Net charge: -2

```
84
C27H46AsO5PPdSi3 (ωB97M-V/def2-TZVPD)
Pd 0.753 -0.093 -0.955
O -2.398 2.810 -4.082
C -1.611 2.180 -3.345
O -0.924 2.596 -2.395
C -1.494 0.669 -3.707
P -0.865 -0.537 -2.482
C -0.974 -2.003 -3.597
C 0.171 -2.373 -4.297
C 0.150 -3.424 -5.200
C -1.022 -4.140 -5.405
C -2.169 -3.785 -4.708
C -2.144 -2.722 -3.818
C -2.283 -0.838 -1.382
C -3.282 0.047 -1.255
C -4.396 -0.199 -0.341
C -4.514 -1.335 0.348
C -3.470 -2.410 0.291
C -2.243 -2.076 -0.553
H -0.805 0.596 -4.556
H -2.464 0.315 -4.069
H 1.094 -1.835 -4.111
H 1.055 -3.694 -5.732
H -1.040 -4.972 -6.100
H -3.090 -4.337 -4.857
H -3.050 -2.440 -3.291
H -3.290 0.965 -1.828
H -5.155 0.572 -0.255
H -5.372 -1.500 0.992
H -3.944 -3.379 0.044
H -1.909 -2.919 -1.157
C -0.188 -3.339 2.546
C -0.410 -3.177 1.041
C -0.826 -4.519 0.441
O 0.829 -2.801 0.425
C -1.434 -2.020 0.837
O -2.753 -2.515 1.516
O -0.999 -0.896 1.257
H 0.641 -4.034 2.711
H -1.086 -3.727 3.031
H 0.060 -2.377 2.990
H -0.209 -5.322 0.856
H -0.680 -4.520 -0.639
H -1.869 -4.739 0.674
H 0.753 -1.849 0.162
C 2.957 4.688 1.321
Si 1.929 3.642 0.120
C 0.378 4.599 -0.292
C 2.969 3.370 -1.424
As 1.320 1.473 0.824
Si 3.256 0.540 1.761
C 2.769 -0.989 2.728
C 4.324 1.650 2.871
C 4.378 0.002 0.347
Si -0.299 1.824 2.527
C -1.899 2.158 1.620
C 0.178 3.405 3.470
C -0.534 0.522 3.856
H 3.144 5.639 0.810
H 3.921 4.249 1.572
H 2.429 4.906 2.247
H 0.670 5.543 -0.765
H -0.202 4.838 0.602
H -0.247 4.049 -0.998
H 2.975 4.281 -2.029
H 2.544 2.565 -2.025
H 4.002 3.113 -1.172
H 2.096 -0.781 3.555
H 3.681 -1.443 3.130
H 2.277 -1.707 2.073
H 3.749 2.173 3.635
H 4.864 2.393 2.286
H 5.065 1.022 3.376
H 3.795 -0.368 -0.503
H 5.032 -0.802 0.698
H 5.003 0.827 -0.001
H -1.752 2.856 0.795
H -2.628 2.584 2.317
H -2.274 1.222 1.210
H 0.088 4.292 2.844
H 1.200 3.370 3.853
H -0.495 3.533 4.323
H -1.005 -0.364 3.430
H -1.188 0.984 4.602
H 0.388 0.237 4.359
```


3.
Molecular formula: C27H46AuN4SbSeSi3
Method: DFT, ωB97M-V/def2-TZVPD

Values from the calculation:
Kohn-Sham gap: 7.714 eV
LUMO energy: 0.5 eV

```
83
C27H46AuN4SbSeSi3 (ωB97M-V/def2-TZVPD)
Au -1.795 -1.588 1.577
C -0.637 1.594 -2.261
Sb -0.142 0.018 -0.862
C -1.968 0.109 0.292
C -2.256 1.353 1.060
C -2.822 2.490 0.461
C -3.173 3.583 1.230
C -2.925 3.553 2.594
C -2.329 2.413 3.106
N -2.012 1.344 2.382
Si -3.423 -0.498 -0.750
C -4.221 0.667 -2.014
C -4.850 -0.958 0.388
C -2.898 -2.003 -1.766
C 1.757 1.069 -0.129
C 1.968 0.538 1.260
C 3.176 0.644 1.969
C 3.254 0.171 3.263
C 2.129 -0.394 3.853
C 0.983 -0.478 3.087
N 0.913 -0.047 1.829
Si 3.070 0.326 -1.305
C 2.604 0.467 -3.119
C 3.299 -1.503 -0.932
C 4.779 1.106 -1.134
Si 1.817 2.979 -0.060
C 0.293 3.693 0.739
C 3.236 3.641 0.997
C 2.094 3.745 -1.757
H -1.517 1.287 -2.824
H 0.177 1.754 -2.963
H -0.862 2.530 -1.752
H -2.985 2.507 -0.606
H -3.626 4.452 0.767
H -3.183 4.379 3.243
H -2.099 2.348 4.166
H -4.682 1.542 -1.554
H -5.023 0.097 -2.492
H -3.553 1.011 -2.803
H -5.097 -0.122 1.046
H -4.599 -1.813 1.017
H -5.744 -1.200 -0.194
H -2.342 -1.723 -2.664
H -3.789 -2.552 -2.083
H -2.265 -2.665 -1.173
H 4.039 1.100 1.509
H 4.183 0.256 3.813
H 2.139 -0.758 4.871
H 0.073 -0.915 3.487
H 1.725 -0.127 -3.372
H 3.444 0.082 -3.705
H 2.423 1.494 -3.436
H 2.376 -2.054 -1.126
H 3.591 -1.663 0.107
H 4.088 -1.907 -1.571
H 4.762 2.195 -1.154
H 5.391 0.774 -1.978
H 5.290 0.793 -0.222
H 0.056 3.157 1.662
H -0.590 3.646 0.105
H 0.472 4.741 0.993
H 3.122 3.392 2.052
H 3.191 4.731 0.909
H 4.231 3.328 0.681
H 1.330 3.486 -2.487
H 3.066 3.471 -2.170
H 2.086 4.832 -1.641
C 1.286 -3.339 1.022
N 0.349 -4.120 0.229
C 0.595 -4.633 -1.025
C -0.525 -5.283 -1.411
N -1.441 -5.147 -0.390
C -2.783 -5.707 -0.378
C -0.897 -4.427 0.609
Se -1.782 -3.968 2.199
H 2.293 -3.702 0.828
H 1.034 -3.465 2.071
H 1.203 -2.286 0.757
H 1.536 -4.483 -1.521
H -0.755 -5.822 -2.311
H -2.874 -6.380 -1.227
H -3.519 -4.908 -0.452
H -2.943 -6.254 0.548
```


4.
Molecular formula: C27H46BIN13O5Si2
Method: DFT, ωB97M-V/def2-TZVPD

Values from the calculation:
Kohn-Sham gap: 5.035 eV
LUMO energy: 1.3 eV
Net charge: -1

```
95
C27H46BIN13O5Si2 (ωB97M-V/def2-TZVPD)
C 4.393 3.632 -2.750
N 4.483 2.426 -3.605
C 3.266 2.378 -4.476
B 4.484 1.179 -2.802
O 5.231 0.092 -3.365
Si 3.522 0.949 -1.080
O 2.102 1.918 -1.082
Si 0.660 1.067 -1.228
O 0.013 1.356 -2.756
I -0.922 2.134 0.357
C 4.654 1.663 0.308
O 4.068 2.078 1.325
O 5.932 1.725 0.167
H 4.664 4.537 -3.356
H 3.343 3.809 -2.406
H 5.070 3.571 -1.871
H 2.854 3.405 -4.552
H 3.578 1.976 -5.468
H 2.487 1.722 -4.013
H 4.632 -0.554 -3.767
H 3.252 -0.490 -0.895
H 0.734 -0.342 -0.858
H 0.154 2.292 -2.977
C 8.911 0.997 -0.647
C 10.174 1.197 -1.389
N 11.154 1.352 -1.963
H 8.095 0.812 -1.344
H 9.008 0.144 0.022
H 8.678 1.884 -0.061
C -2.536 2.511 -5.560
C -1.627 3.458 -4.893
N -0.917 4.189 -4.369
H -2.614 1.600 -4.969
H -3.525 2.957 -5.661
H -2.153 2.265 -6.549
C 6.365 -2.760 -1.160
C 5.021 -3.157 -1.617
N 3.974 -3.460 -1.972
H 6.630 -3.309 -0.258
H 7.100 -2.985 -1.931
H 6.384 -1.689 -0.952
C -4.470 -0.450 0.259
C -3.102 -0.851 -0.108
N -2.038 -1.172 -0.395
H -4.483 -0.085 1.287
H -4.815 0.344 -0.404
H -5.149 -1.294 0.181
C 5.800 -5.798 2.039
C 7.076 -5.557 1.340
N 8.073 -5.377 0.800
H 5.016 -6.011 1.314
H 5.903 -6.647 2.713
H 5.523 -4.916 2.616
C -1.598 -4.607 -0.060
C -2.486 -5.755 -0.330
N -3.177 -6.645 -0.539
H -0.960 -4.420 -0.923
H -2.191 -3.716 0.141
H -0.971 -4.820 0.805
C -4.936 -3.788 2.419
C -4.026 -2.840 3.092
N -3.318 -2.110 3.621
H -5.020 -4.699 3.010
H -5.924 -3.342 2.310
H -4.549 -4.038 1.431
C -2.134 -5.698 5.679
C -3.503 -6.039 5.249
N -4.566 -6.302 4.911
H -1.884 -6.247 6.586
H -1.425 -5.962 4.896
H -2.065 -4.629 5.877
C -1.970 6.162 -1.204
C -2.853 5.019 -1.489
N -3.538 4.128 -1.711
H -1.328 6.354 -2.063
H -2.568 7.049 -0.998
H -1.348 5.939 -0.337
C -8.218 -0.763 1.502
C -7.585 -1.635 0.496
N -7.103 -2.321 -0.293
H -7.561 -0.653 2.361
H -8.408 0.218 1.072
H -9.162 -1.200 1.828
C 0.800 5.736 2.842
C 0.330 4.754 1.846
N -0.032 3.979 1.062
H -0.051 6.157 3.377
H 1.467 5.253 3.558
H 1.339 6.538 2.340
C -8.981 2.525 3.934
C -7.721 1.974 3.400
N -6.742 1.548 2.985
H -9.726 2.582 3.142
H -9.356 1.884 4.731
H -8.808 3.524 4.332
```


5.
Molecular formula: C27H46BrNOP2STi
Method: DFT, ωB97M-V/def2-TZVPD

Values from the calculation:
Kohn-Sham gap (alpha / beta): 3.989 / 4.006 eV
LUMO energy (alpha / beta): -7.5 / -7.5 eV
2S+1: 3
Net charge: +2

```
80
C27H46BrNOP2STi (ωB97M-V/def2-TZVPD)
N 5.894 -2.464 7.088
C 4.654 -2.967 7.088
C 3.623 -2.456 6.288
C 3.883 -1.385 5.388
C 5.213 -0.885 5.389
C 6.162 -1.454 6.256
C 2.889 -0.980 4.425
Ti 1.450 -0.045 1.618
P 0.779 -0.449 -4.946
C 3.176 -0.328 3.223
C 3.103 -1.131 1.992
C 3.635 -0.593 0.793
C 3.500 -1.333 -0.418
C 2.510 -2.307 -0.488
C 1.514 -2.264 0.570
C 2.019 -2.079 1.885
Br 2.501 -3.637 -1.764
H 1.868 -1.289 4.663
H 3.858 0.544 3.225
H 2.638 -2.914 6.324
H 5.506 -0.077 4.729
H 4.454 -3.790 7.779
H 7.176 -1.039 6.281
H 4.380 0.197 0.917
H 1.608 -2.547 2.785
H 4.145 -1.129 -1.266
H 0.570 -2.783 0.421
P 1.322 2.128 0.416
C 0.839 -2.262 -4.760
C 1.180 -2.993 -6.068
H -0.174 -2.554 -4.442
H 1.556 -2.512 -3.965
H 1.086 -4.075 -5.911
H 0.490 -2.708 -6.873
H 2.205 -2.780 -6.393
C 2.349 0.202 -4.290
C 3.078 1.013 -5.372
H 2.931 -0.664 -3.943
H 2.097 0.820 -3.417
H 4.085 1.282 -5.028
H 3.162 0.436 -6.303
H 2.537 1.941 -5.604
C -0.563 0.109 -3.862
C -1.803 0.459 -4.701
H -0.175 0.973 -3.304
H -0.759 -0.709 -3.160
H -2.403 1.212 -4.178
H -1.503 0.859 -5.681
H -2.428 -0.430 -4.870
C -0.176 3.140 0.106
C -0.199 4.569 0.660
H -1.027 2.563 0.493
H -0.292 3.179 -0.989
H -0.474 4.604 1.722
H 0.752 5.100 0.530
H -0.956 5.158 0.126
C 2.474 2.839 -0.804
C 3.952 2.644 -0.491
H 2.244 3.914 -0.898
H 2.221 2.377 -1.773
H 4.241 3.138 0.445
H 4.221 1.585 -0.429
H 4.557 3.085 -1.293
C 1.881 2.736 2.083
C 1.010 2.277 3.255
H 1.806 3.817 1.938
H 2.945 2.505 2.246
H 1.644 2.094 4.136
H 0.278 3.066 3.498
H 0.404 1.355 3.060
C -2.718 -1.248 2.673
S -1.794 -0.947 1.145
C -2.859 0.401 0.580
O -0.475 -0.227 1.744
H -3.705 -1.630 2.367
H -2.830 -0.310 3.239
H -2.191 -2.022 3.251
H -3.381 0.848 1.433
H -2.298 1.149 0.013
H -3.586 -0.082 -0.081
```